{"formula": "C63H161F2N11O19S2", "method": "ωB97M-V with the def2-TZVPD basis set", "fmax_ev_per_a": 11.18, "homo_ev": -7.72, "homo_lumo_gap_ev": 7.40, "elements": ["O", "H", "H", "H", "N", "S", "O", "O", "F", "S", "O", "O", "F", "C", "C", "O", "H", "H", "H", "H", "H", "H", "C", "C", "O", "H", "H", "H", "H", "H", "H", "C", "C", "O", "H", "H", "H", "H", "H", "H", "C", "C", "O", "H", "H", "H", "H", "H", "H", "C", "C", "C", "C", "C", "C", "N", "O", "C", "C", "C", "H", "H", "H", "H", "H", "H", "H", "H", "H", "H", "H", "H", "H", "H", "H", "H", "H", "H", "H", "C", "C", "C", "C", "C", "C", "N", "O", "C", "C", "C", "H", "H", "H", "H", "H", "H", "H", "H", "H", "H", "H", "H", "H", "H", "H", "H", "H", "H", "H", "C", "C", "C", "C", "C", "C", "N", "O", "C", "C", "C", "H", "H", "H", "H", "H", "H", "H", "H", "H", "H", "H", "H", "H", "H", "H", "H", "H", "H", "H", "C", "C", "C", "O", "C", "N", "H", "H", "H", "H", "H", "H", "H", "H", "H", "H", "H", "C", "C", "C", "O", "C", "N", "H", "H", "H", "H", "H", "H", "H", "H", "H", "H", "H", "C", "C", "C", "O", "C", "N", "H", "H", "H", "H", "H", "H", "H", "H", "H", "H", "H", "C", "C", "C", "O", "C", "N", "H", "H", "H", "H", "H", "H", "H", "H", "H", "H", "H", "C", "C", "C", "O", "C", "N", "H", "H", "H", "H", "H", "H", "H", "H", "H", "H", "H", "C", "C", "C", "O", "C", "N", "H", "H", "H", "H", "H", "H", "H", "H", "H", "H", "H", "C", "C", "C", "O", "C", "N", "H", "H", "H", "H", "H", "H", "H", "H", "H", "H", "H"], "positions_angstrom": [[-0.2850, -3.0845, -1.4575], [-0.5001, -2.3118, -0.9300], [-0.8659, -3.7746, -1.1292], [-0.5555, -2.9017, -2.3603], [-0.7085, -1.1332, 0.0325], [-0.6814, 0.4629, -0.5448], [0.6395, 0.8190, -1.0409], [-1.4726, 1.4686, 0.0974], [-1.4976, 0.1088, -1.9243], [-0.2903, -0.6647, 1.4623], [-1.3778, -0.7600, 2.4735], [0.8695, 0.1156, 1.7762], [0.3037, -2.1347, 1.8140], [-4.3472, -6.8384, 4.3979], [-3.5305, -6.5110, 3.1059], [-3.2342, -7.5836, 2.3147], [-4.5846, -5.8468, 4.7831], [-3.8614, -7.4398, 5.1663], [-5.2596, -7.3524, 4.0953], [-2.6609, -5.8793, 3.2869], [-4.3128, -6.0214, 2.5259], [-3.7336, -7.4582, 1.5045], [-5.3722, -2.5818, 0.7132], [-4.2102, -1.4736, 0.7113], [-3.0613, -2.2413, 0.3076], [-5.1011, -3.3904, 1.3920], [-5.7679, -3.0473, -0.1895], [-6.2358, -2.0111, 1.0547], [-4.1468, -0.9681, 1.6749], [-4.3614, -0.7577, -0.0966], [-2.2571, -1.7199, 0.2528], [2.2453, -1.9490, 6.2284], [0.9206, -1.9827, 5.5563], [-0.0346, -2.0591, 6.5970], [3.0275, -1.9360, 5.4694], [2.3945, -2.9108, 6.7192], [2.4752, -1.1629, 6.9476], [0.8428, -2.8975, 4.9687], [0.7564, -1.0332, 5.0468], [-0.8512, -1.7180, 6.2251], [0.6580, -6.1823, 3.5905], [0.3771, -7.2630, 2.5308], [-0.5386, -6.8177, 1.5673], [-0.2187, -5.8890, 4.1679], [1.0581, -5.2992, 3.0923], [1.4854, -6.4902, 4.2299], [-0.1969, -7.9818, 3.1156], [1.3315, -7.6909, 2.2241], [-1.3569, -7.2940, 1.7254], [5.7611, 5.0398, 5.5596], [5.1789, 4.3231, 4.2524], [6.4851, 3.7664, 3.5701], [6.1890, 2.7281, 2.5138], [5.4575, 1.5582, 3.1447], [4.1392, 1.8762, 3.8423], [4.3755, 3.1059, 4.6648], [3.2463, 3.4280, 5.4229], [3.0445, 2.0965, 2.7189], [3.8356, 0.6058, 4.7465], [4.5301, 5.2786, 3.2659], [6.2740, 4.3869, 6.2658], [5.0330, 5.5708, 6.1727], [6.4119, 5.8314, 5.1882], [6.8376, 4.6401, 3.0219], [7.2412, 3.4380, 4.2832], [7.1263, 2.3208, 2.1348], [5.6392, 3.2055, 1.7027], [6.0980, 1.0096, 3.8353], [5.1445, 0.8826, 2.3486], [2.1024, 2.3094, 3.2240], [3.3181, 3.0592, 2.2870], [3.0359, 1.2786, 1.9984], [4.5778, 0.5435, 5.5423], [2.8529, 0.6816, 5.2121], [4.0126, -0.3510, 4.2555], [4.5750, 4.9228, 2.2366], [5.0911, 6.2112, 3.2061], [3.4783, 5.3318, 3.5471], [3.3056, 2.8707, 6.2023], [4.7121, 1.5609, -4.4706], [3.5677, 2.3571, -3.7904], [3.2422, 3.7527, -4.4778], [2.6635, 3.4842, -5.9298], [1.3629, 2.6410, -5.6620], [1.6126, 1.2474, -5.0445], [2.3865, 1.4914, -3.7280], [2.5747, 0.4280, -2.8922], [0.2751, 0.7433, -4.6307], [2.2560, 0.3612, -6.1298], [3.8953, 2.7156, -2.3188], [4.4239, 1.2020, -5.4586], [5.0491, 0.6942, -3.9020], [5.5926, 2.1662, -4.6864], [2.5286, 4.3160, -3.8765], [4.1368, 4.3675, -4.5780], [3.3281, 3.0852, -6.6961], [2.4583, 4.4765, -6.3314], [0.9168, 2.6914, -6.6553], [0.7615, 3.3229, -5.0609], [-0.4271, 0.6111, -5.4539], [0.1328, -0.2090, -4.1200], [-0.2549, 1.5616, -4.1433], [2.8049, -0.3368, -5.4977], [1.4842, -0.1790, -6.6781], [2.8984, 0.8886, -6.8350], [4.5335, 3.5971, -2.2558], [4.3650, 1.8279, -1.8951], [2.9952, 2.9655, -1.7572], [1.9316, 0.5941, -2.1991], [5.6819, -2.3537, -0.7466], [4.1270, -2.6333, -0.7428], [3.6085, -2.7928, -2.1292], [3.8379, -4.0793, -2.8215], [3.2708, -5.1800, -1.9293], [3.8682, -5.2215, -0.5447], [3.6158, -3.8160, -0.0054], [3.6516, -3.7423, 1.4323], [3.0204, -6.1818, 0.1934], [5.3784, -5.7070, -0.4409], [3.4604, -1.3740, -0.1433], [6.2426, -2.6941, 0.1240], [5.9123, -1.2978, -0.8884], [6.1380, -2.7689, -1.6453], [2.6214, -2.3577, -2.2856], [4.1735, -2.1465, -2.8009], [4.8976, -4.2296, -3.0276], [3.2750, -4.1374, -3.7531], [3.3871, -6.1271, -2.4562], [2.1910, -5.0467, -1.8624], [3.4657, -6.5626, 1.1125], [1.9762, -5.8841, 0.2887], [3.2217, -7.1111, -0.3394], [6.0746, -5.2453, -1.1410], [5.8312, -5.4346, 0.5125], [5.6323, -6.7656, -0.4960], [4.0319, -1.0735, 0.7348], [2.3924, -1.4897, 0.0414], [3.5305, -0.5126, -0.8076], [2.8130, -3.2792, 1.4949], [-3.0466, -3.3164, 5.3633], [-3.2428, -1.8154, 5.3290], [-4.0581, -1.2533, 6.5820], [-5.2786, -1.9349, 6.8844], [-6.4835, -1.4246, 6.2657], [-2.0120, -1.0853, 5.0115], [-4.0403, -3.7639, 5.3429], [-2.8004, -3.6141, 6.3825], [-2.3346, -3.7977, 4.6928], [-3.9089, -1.7195, 4.4715], [-4.2050, -0.1747, 6.5251], [-3.4073, -1.5425, 7.4072], [-6.6616, -1.4309, 5.1904], [-6.6216, -0.3784, 6.5387], [-7.3506, -2.0051, 6.5808], [-1.9143, -1.1211, 4.0069], [-2.0088, -0.0753, 5.0167], [-3.2625, -2.5540, -3.4972], [-2.2070, -3.1799, -4.3806], [-2.3758, -3.0466, -5.8981], [-2.5600, -1.6850, -6.2799], [-3.8515, -1.1493, -6.2854], [-0.9700, -2.6000, -4.0569], [-3.3231, -3.0185, -2.5130], [-4.2572, -2.7625, -3.8910], [-3.1823, -1.4704, -3.5840], [-2.1548, -4.2410, -4.1367], [-3.0621, -3.8407, -6.1921], [-1.4855, -3.3990, -6.4189], [-3.9345, -0.1057, -6.5889], [-4.2664, -1.1577, -5.2775], [-4.4967, -1.6863, -6.9806], [-0.3869, -2.7300, -4.8713], [-1.2928, -1.6480, -4.1546], [3.1612, 5.9622, -0.5632], [1.6745, 5.9628, -0.0206], [0.7245, 7.0489, -0.5670], [1.4044, 8.2993, -0.2839], [1.2332, 8.9605, 0.9680], [1.0931, 4.6221, -0.2544], [3.2493, 5.8825, -1.6467], [3.8565, 5.3498, 0.0109], [3.6293, 6.9436, -0.4873], [1.6155, 6.0129, 1.0666], [-0.2780, 6.9161, -0.1604], [0.6187, 6.8181, -1.6270], [1.8950, 8.5762, 1.7441], [0.1791, 8.8595, 1.2263], [1.6053, 9.9713, 0.8005], [0.3470, 4.4412, 0.4018], [1.7181, 3.8289, -0.2746], [-4.2398, 7.1394, -0.0837], [-3.8962, 5.7073, 0.3625], [-3.4805, 4.7612, -0.7555], [-4.3819, 4.9026, -1.8199], [-4.1485, 3.8697, -2.8264], [-2.8320, 5.7256, 1.3986], [-5.3080, 7.3434, -0.0098], [-3.9333, 7.2857, -1.1195], [-3.7376, 7.9164, 0.4927], [-4.7861, 5.2824, 0.8268], [-3.6512, 3.7735, -0.3272], [-2.4564, 4.9479, -1.0785], [-4.9029, 4.0594, -3.5900], [-4.3789, 2.8299, -2.5943], [-3.1762, 3.9049, -3.3178], [-2.0120, 6.2655, 1.1613], [-2.5868, 4.8265, 1.7878], [-0.4647, 2.7421, 4.6672], [-1.0322, 2.9307, 3.2303], [-2.6139, 2.9054, 3.3305], [-3.0663, 1.6115, 3.6986], [-4.5053, 1.5312, 3.7537], [-0.5450, 4.1262, 2.6370], [0.5602, 3.0920, 4.7905], [-0.6194, 1.7826, 5.1605], [-1.0294, 3.3363, 5.3856], [-0.7086, 2.1508, 2.5409], [-2.9637, 3.0762, 2.3123], [-3.0092, 3.6602, 4.0104], [-4.9050, 1.9655, 2.8373], [-4.9056, 1.9497, 4.6771], [-4.8317, 0.4949, 3.6662], [-0.8776, 4.9945, 3.0315], [0.3301, 4.2832, 3.1161], [-3.9086, 2.5440, -7.3994], [-2.6265, 3.3914, -7.3879], [-2.3193, 4.2060, -6.0940], [-1.1558, 5.0920, -6.1657], [-0.9169, 5.8495, -4.9138], [-1.4919, 2.6080, -7.7322], [-3.9672, 1.9926, -6.4610], [-4.0092, 1.8852, -8.2619], [-4.8726, 3.0477, -7.3281], [-2.8211, 4.2548, -8.0241], [-1.9215, 3.6399, -5.2518], [-3.1707, 4.8439, -5.8567], [-1.7657, 6.5173, -4.7671], [0.0392, 6.3307, -5.1198], [-0.9443, 5.0694, -4.1530], [-0.6404, 3.0376, -7.3999], [-1.3300, 2.8740, -8.6930], [-1.0755, -6.5021, -2.5019], [-2.3004, -5.9245, -1.8319], [-3.1676, -6.9201, -1.1470], [-4.2884, -6.2708, -0.5091], [-5.4942, -6.9919, -0.5570], [-1.7192, -5.0271, -0.8236], [-0.3987, -6.9852, -1.7972], [-0.3507, -5.7999, -2.9137], [-1.4141, -7.0952, -3.3515], [-2.8335, -5.4656, -2.6646], [-2.5927, -7.4921, -0.4187], [-3.5360, -7.6224, -1.8948], [-6.1548, -6.3473, -1.1368], [-5.8522, -7.1947, 0.4523], [-5.3843, -7.9592, -1.0471], [-1.1849, -5.6007, -0.1867], [-2.4674, -4.5490, -0.3422]]}